# 1
C11H14CsF6I2NO6 as an isolated structure in a non-equilibrium geometry, computed with ωB97M-V/def2-TZVPD.

Summary:
Relative energy (zero: lowest compared OMol25 entry of this formula, charge and spin): 35.75 kcal per mole
Charge: -2
Kohn-Sham gap: 6.77 eV
LUMO: 4.2 eV

```
41
Properties=species:S:1:pos:R:3:mulliken_charge:R:1
Cs -0.539 0.454 -0.272 1.365
O -1.430 -3.107 0.875 -0.621
C -1.666 -3.118 2.263 -0.699
C -0.750 -2.178 3.046 -0.650
N -0.895 -0.779 2.696 0.661
C -2.255 -0.286 2.851 -0.587
C -3.177 -0.597 1.643 0.292
O -4.396 -0.660 1.872 -0.845
O -2.598 -0.731 0.523 -0.857
C 0.072 0.040 3.394 -0.651
C 0.234 1.462 2.817 0.438
O 0.986 2.218 3.479 -0.864
O -0.337 1.740 1.736 -0.726
H -1.801 -2.239 0.574 0.412
H -1.489 -4.137 2.623 0.415
H -2.711 -2.868 2.480 0.280
H 0.285 -2.467 2.842 0.309
H -0.941 -2.353 4.128 0.285
H -2.220 0.802 2.911 0.407
H -2.734 -0.653 3.773 0.241
H 1.062 -0.419 3.315 0.243
H -0.142 0.139 4.474 0.220
I 3.088 1.085 0.509 -0.014
C 2.262 3.016 0.841 -0.601
I 1.097 3.751 -0.771 0.020
H 3.097 3.689 0.990 0.489
H 1.635 2.958 1.728 0.110
C 0.508 -0.930 -4.189 -1.896
C 0.998 0.419 -3.596 0.941
O 0.665 0.654 -2.343 -0.883
C 2.560 0.418 -3.763 0.577
F 3.009 0.152 -5.034 -0.315
F 3.101 -0.545 -2.981 -0.259
F 3.134 1.579 -3.400 -0.228
C 0.438 1.538 -4.544 0.602
F -0.916 1.525 -4.516 -0.279
F 0.781 1.402 -5.865 -0.297
F 0.816 2.779 -4.185 -0.233
H 0.963 -1.734 -3.612 0.396
H 0.777 -1.036 -5.241 0.396
H -0.573 -0.985 -4.071 0.406
```


# 2
C34H39IrN3O2S3SbSe4Si as an isolated structure, computed with ωB97M-V/def2-TZVPD.

Summary:
Relative energy (zero: lowest compared OMol25 entry of this formula, charge and spin): 45.03 kcal per mole
Charge: -2
Kohn-Sham gap: 5.24 eV
LUMO: 3.7 eV

```
88
Properties=species:S:1:pos:R:3:mulliken_charge:R:1
Ir -0.316 -0.126 0.064 3.797
Se 2.728 3.499 3.926 -0.747
Sb 1.958 3.906 1.656 0.519
Se 3.262 0.788 -1.572 -0.679
Se 1.097 1.355 -0.988 -0.439
Se 2.285 6.223 1.130 -0.701
C -2.138 -1.115 -0.278 0.682
Si -1.829 -2.875 -0.644 -1.077
C -0.099 -3.125 0.053 -0.942
N 0.764 -1.965 -0.317 -0.196
C 1.981 -1.954 0.547 -0.686
C 2.913 -3.141 0.312 -0.839
C 3.329 -3.205 -1.154 -0.838
C 2.087 -3.274 -2.036 -0.580
C 1.175 -2.084 -1.748 -0.380
C -2.943 -4.066 0.319 0.671
C -2.963 -3.981 1.717 -0.273
C -3.787 -4.799 2.477 -0.778
C -4.617 -5.722 1.854 -0.438
C -4.619 -5.818 0.470 -0.699
C -3.789 -4.997 -0.285 -0.439
C -1.945 -3.371 -2.461 0.323
C -1.332 -4.530 -2.944 -0.029
C -1.429 -4.898 -4.278 -0.818
C -2.150 -4.105 -5.162 -0.437
C -2.767 -2.950 -4.704 -0.528
C -2.664 -2.588 -3.366 -0.271
H -2.750 -1.077 0.628 -0.263
H -2.707 -0.596 -1.052 -1.039
H 0.387 -4.076 -0.175 0.821
H -0.224 -3.082 1.140 0.468
H 1.636 -1.920 1.578 0.333
H 2.525 -1.035 0.309 0.238
H 2.441 -4.081 0.618 0.288
H 3.785 -3.004 0.958 0.446
H 3.995 -4.054 -1.338 0.468
H 3.871 -2.287 -1.399 0.232
H 1.567 -4.228 -1.896 0.100
H 2.360 -3.222 -3.093 0.466
H 0.268 -2.120 -2.349 0.080
H 1.714 -1.173 -1.997 0.290
H -2.334 -3.249 2.217 0.263
H -3.785 -4.712 3.557 0.413
H -5.263 -6.361 2.445 0.347
H -5.269 -6.531 -0.024 0.382
H -3.800 -5.082 -1.367 0.302
H -0.760 -5.155 -2.264 0.354
H -0.938 -5.797 -4.631 0.368
H -2.222 -4.384 -6.207 0.350
H -3.321 -2.321 -5.391 0.400
H -3.131 -1.670 -3.026 0.252
C -0.400 1.483 4.999 -0.887
N -0.768 0.328 4.195 -0.201
C -0.085 -0.018 3.070 0.244
N 1.142 0.491 2.894 -0.035
O -0.586 -0.865 2.278 -0.643
H -1.030 1.497 5.887 0.351
H -0.516 2.426 4.459 0.206
H 0.638 1.411 5.320 0.335
H -1.754 0.150 4.099 0.302
H 1.486 1.310 3.398 0.082
H 1.504 0.386 1.953 -0.106
O -1.275 1.574 0.802 -0.787
C -2.497 2.180 0.574 3.111
C -3.526 1.757 1.641 -0.146
C -3.526 0.619 2.387 -0.680
C -4.638 0.527 3.272 -1.401
C -5.463 1.606 3.186 -0.588
S -4.887 2.742 2.042 -0.041
C -2.290 3.687 0.716 -0.632
C -2.541 4.705 -0.149 -0.643
C -2.143 5.979 0.362 -0.599
C -1.602 5.894 1.602 -0.661
S -1.563 4.277 2.163 -0.035
C -3.072 1.900 -0.814 -0.742
C -2.374 1.933 -1.982 -0.215
C -3.158 1.570 -3.110 -1.001
C -4.447 1.278 -2.778 -0.478
S -4.711 1.446 -1.095 -0.203
H -2.730 -0.107 2.303 0.736
H -4.813 -0.308 3.938 0.450
H -6.367 1.796 3.744 0.437
H -2.980 4.547 -1.124 0.548
H -2.216 6.904 -0.193 0.371
H -1.151 6.681 2.185 0.502
H -1.323 2.180 -2.021 0.610
H -2.773 1.521 -4.120 0.424
H -5.251 0.976 -3.432 0.478
```


# 3
A 2-piece molecular cluster, C8H22BFNO6S overall in a non-equilibrium geometry, computed with ωB97M-V/def2-TZVPD.

Summary:
Relative energy (zero: lowest compared OMol25 entry of this formula, charge and spin): 100.18 kcal per mole
Charge: +1
Kohn-Sham gap: 9.35 eV
LUMO: -3.3 eV

```
40
Properties=species:S:1:pos:R:3:mulliken_charge:R:1
O 4.242 -0.870 -0.539 -0.528
S 5.344 -0.229 -1.191 0.934
O 5.766 -0.671 -2.480 -0.531
F 6.572 -0.341 -0.234 -0.194
B 4.876 1.580 -1.226 0.331
C 4.013 2.026 -2.433 -0.340
O 3.157 3.115 -2.118 -0.391
C 1.980 2.672 -1.529 -0.324
O 1.226 1.921 -2.444 -0.352
C 0.791 0.638 -2.041 -0.300
C -0.713 0.575 -1.917 -0.455
O -1.229 1.412 -0.896 -0.479
H 5.204 2.269 -0.323 -0.008
H 4.734 2.363 -3.189 0.267
H 3.473 1.197 -2.895 0.284
H 2.219 2.072 -0.638 0.345
H 1.436 3.567 -1.222 0.251
H 1.089 -0.084 -2.807 0.339
H 1.247 0.329 -1.096 0.262
H -0.976 -0.450 -1.647 0.344
H -1.185 0.786 -2.878 0.291
H -0.830 2.282 -0.958 0.267
C -3.270 -1.502 3.671 -1.489
C -2.289 -0.845 2.713 0.129
C -2.863 -0.466 1.349 -0.440
O -3.060 -1.635 0.575 -0.404
C -4.399 -2.141 0.504 -0.674
N -1.189 -1.829 2.397 -0.266
H -3.585 -2.485 3.317 0.382
H -2.832 -1.626 4.663 0.436
H -4.155 -0.880 3.776 0.352
H -1.822 0.018 3.186 0.400
H -2.140 0.151 0.809 0.133
H -3.777 0.118 1.459 0.534
H -5.127 -1.334 0.592 0.338
H -4.582 -2.885 1.281 0.261
H -4.515 -2.615 -0.467 0.247
H -0.862 -2.338 3.218 0.367
H -0.390 -1.376 1.950 0.314
H -1.581 -2.488 1.707 0.366
```